A single C4H9NO2 molecule. Source: the Open Molecules 2025 dataset; level of theory: ωB97M-V/def2-TZVPD.

```
16
C4H9NO2 ωB97M-V/def2-TZVPD
C 2.04 0.11 -0.84
C 0.53 -0.02 -0.79
O -0.11 1.26 -1.03
H 0.17 -0.78 -1.50
H 2.52 -0.79 -0.45
H 2.38 0.27 -1.87
H 2.39 0.96 -0.24
C -1.20 -1.17 0.77
C -0.13 -0.10 0.61
O -2.03 1.31 0.32
N -0.58 1.29 0.36
H -2.19 2.16 0.77
H 0.60 -0.15 1.43
H -1.90 -1.18 -0.07
H -1.76 -1.03 1.70
H -0.73 -2.16 0.81
```

Computed properties:
* SMILES: C[C@@H]1ON(O)[C@H]1C
* total charge: 0

Löwdin population analysis, charges in e, atoms 1 to 2: -0.05 -0.32

=====

A single C4H9NO2 molecule. Source: the Open Molecules 2025 dataset; level of theory: ωB97M-V/def2-TZVPD.

```
16
C4H9NO2 ωB97M-V/def2-TZVPD
O -2.22 -1.28 2.46
C -1.35 -1.40 1.60
N -0.67 -0.37 1.07
C 0.65 -0.50 0.43
C 1.12 0.87 -0.07
C 0.49 1.01 -1.49
O -0.59 0.07 -1.81
H -1.09 -2.35 1.13
H -1.13 0.46 1.45
H 0.42 -1.28 -0.34
H 1.43 -0.91 1.12
H 0.82 1.62 0.66
H 2.23 0.86 -0.14
H 1.16 0.64 -2.28
H 0.10 1.98 -1.86
H -1.39 0.59 -1.95
```

Computed properties:
* SMILES: O=CNCCCO
* total charge: 0

Löwdin population analysis, charges in e, atoms 1 to 2: 0.00 -0.38

=====

A single C4H9NO2 molecule. Source: the Open Molecules 2025 dataset; level of theory: ωB97M-V/def2-TZVPD.

```
16
C4H9NO2 ωB97M-V/def2-TZVPD
C 0.29 0.83 2.51
O 0.52 0.79 1.12
C 0.47 -0.51 0.57
C 0.61 -0.38 -0.94
N -0.47 0.44 -1.50
C -1.30 -0.09 -2.46
O -1.07 -1.25 -2.89
H -0.70 0.42 2.76
H 1.05 0.26 3.06
H 0.34 1.87 2.82
H -0.48 -0.99 0.82
H 1.29 -1.13 0.99
H 0.55 -1.37 -1.41
H 1.59 0.05 -1.18
H -0.60 1.34 -1.06
H -2.11 -0.28 -3.23
```

Computed properties:
* SMILES: COCCNC=O
* total charge: 0

Löwdin population analysis, charges in e, atoms 1 to 2: -0.12 -0.20

=====

A single C4H9NO2 molecule. Source: the Open Molecules 2025 dataset; level of theory: ωB97M-V/def2-TZVPD.

```
16
C4H9NO2 ωB97M-V/def2-TZVPD
C -2.15 0.61 -0.29
N -1.85 -0.63 0.39
C -0.57 -0.58 1.08
C 0.60 -0.56 0.11
O 0.68 -1.29 -0.84
O 1.52 0.37 0.42
C 2.62 0.43 -0.49
H -2.43 1.37 0.44
H -3.00 0.46 -0.97
H -1.31 1.02 -0.89
H -1.79 -1.39 -0.29
H -0.47 -1.48 1.71
H -0.54 0.29 1.74
H 3.23 1.27 -0.17
H 2.26 0.58 -1.51
H 3.20 -0.49 -0.46
```

Computed properties:
* SMILES: CNCC(=O)OC
* total charge: 0

Löwdin population analysis, charges in e, atoms 1 to 2: -0.13 -0.12

=====

2 unconnected molecules or ions with the total composition C4H9NO2. Source: the Open Molecules 2025 dataset; level of theory: ωB97M-V/def2-TZVPD.

```
16
C4H9NO2 ωB97M-V/def2-TZVPD
C 2.76 0.05 -1.14
N 1.44 -0.11 -0.58
C 1.30 0.15 0.64
O 0.13 0.06 1.30
C -0.98 -0.36 0.52
C -2.20 -0.35 1.41
O -3.32 -0.50 0.97
H 3.10 -0.91 -1.57
H 2.73 0.78 -1.96
H 3.52 0.37 -0.41
H 2.09 0.48 1.33
H -3.22 1.03 -1.69
H -1.13 0.30 -0.34
H -0.82 -1.37 0.13
H -2.01 -0.22 2.49
H -3.38 0.61 -1.10
```

Computed properties:
* SMILES: C/N=C/OCC=O.[H][H]
* total charge: 0

Löwdin population analysis, charges in e, atoms 1 to 2: -0.14 0.01

=====

A single C4H9NO2 molecule. Source: the Open Molecules 2025 dataset; level of theory: ωB97M-V/def2-TZVPD.

```
16
C4H9NO2 ωB97M-V/def2-TZVPD
C -1.37 -0.21 -0.35
C -2.55 0.72 -0.42
C 0.84 -1.02 0.18
C 2.15 -0.36 0.37
N -0.33 0.04 0.38
O -0.12 0.98 1.13
O 2.40 0.65 -0.49
H -1.22 -1.07 -1.11
H -2.57 1.47 0.46
H -3.45 0.16 -0.38
H -2.50 1.46 -1.27
H 0.66 -1.28 -0.78
H 0.72 -1.87 0.76
H 2.89 -1.10 0.30
H 2.28 -0.01 1.40
H 2.15 1.45 -0.18
```

Computed properties:
* SMILES: C/C=[N+](\[O-])CCO
* total charge: 0

Löwdin population analysis, charges in e, atoms 1 to 2: -0.13 -0.07

=====

A single C4H9NO2 molecule. Source: the Open Molecules 2025 dataset; level of theory: ωB97M-V/def2-TZVPD.

```
16
C4H9NO2 ωB97M-V/def2-TZVPD
C -2.50 -0.26 1.71
N -1.35 -0.04 0.86
C -0.24 -0.53 1.20
O 0.90 -0.44 0.46
C 0.83 -0.06 -0.89
C 1.96 0.87 -1.25
O 1.97 0.81 -2.65
H -2.92 0.70 2.02
H -3.26 -0.78 1.12
H -2.29 -0.86 2.61
H -0.04 -1.10 2.12
H 0.95 -0.95 -1.84
H -0.15 0.38 -1.11
H 1.65 1.84 -0.82
H 2.92 0.58 -0.77
H 1.59 -0.15 -2.78
```

Computed properties:
* SMILES: C/N=C/OCCO
* total charge: 0

Löwdin population analysis, charges in e, atoms 1 to 2: -0.13 0.00

=====

A single C4H9NO2 molecule. Source: the Open Molecules 2025 dataset; level of theory: ωB97M-V/def2-TZVPD.

```
16
C4H9NO2 ωB97M-V/def2-TZVPD
C 0.97 1.44 -0.50
N 0.56 0.07 -0.27
C 0.84 -0.80 -1.41
C -0.80 -0.15 0.17
C -0.88 -0.55 1.62
O -2.12 -0.38 2.20
O 0.04 -1.12 2.22
H 0.56 1.96 -1.42
H 2.13 1.74 -0.74
H 0.78 2.05 0.44
H 1.95 -0.92 -1.56
H 0.60 -1.84 -1.17
H 0.46 -0.39 -2.31
H -1.40 -0.92 -0.42
H -1.46 0.80 0.16
H -2.25 -0.99 2.98
```

Computed properties:
* SMILES: CN(C)CC(=O)O
* total charge: 0

Löwdin population analysis, charges in e, atoms 1 to 2: -0.14 -0.27

=====

2 unconnected molecules or ions with the total composition C4H9NO2. Source: the Open Molecules 2025 dataset; level of theory: ωB97M-V/def2-TZVPD.

```
16
C4H9NO2 ωB97M-V/def2-TZVPD
O -1.08 -0.48 0.94
C -0.73 -1.41 0.16
O 0.26 -1.30 -0.68
C -1.68 -2.58 -0.06
H -1.31 -3.10 -0.93
H -1.70 -3.23 0.84
H -2.69 -2.27 -0.33
C 0.06 2.03 0.39
C 2.22 1.38 -0.36
N 0.99 1.10 -0.26
H 0.09 1.90 1.49
H -0.93 1.88 -0.06
H 0.32 3.08 0.15
H 2.61 2.35 -0.03
H 2.94 0.70 -0.81
H 0.65 -0.05 -0.43
```

Computed properties:
* total charge: 0

Löwdin population analysis, charges in e, atoms 1 to 2: -0.05 -0.63

=====

A molecular structure, C4H9NO2. Source: the Open Molecules 2025 dataset; level of theory: ωB97M-V/def2-TZVPD.

```
16
C4H9NO2 ωB97M-V/def2-TZVPD
N 0.62 0.16 0.65
C 1.30 -1.68 0.87
O 1.68 -1.75 2.00
C 1.07 -2.19 -0.35
C -0.81 0.22 0.33
C -1.12 1.26 -0.73
O -0.63 2.50 -0.27
H 0.84 0.61 1.53
H 1.18 0.63 -0.06
H 0.69 -1.60 -1.17
H 1.29 -3.24 -0.49
H -1.13 -0.77 -0.01
H -1.36 0.45 1.25
H -0.63 0.96 -1.68
H -2.20 1.28 -0.92
H -0.79 3.17 -0.94
```

Computed properties:
* total charge: 0

Löwdin population analysis, charges in e, atoms 1 to 2: 0.04 -0.42

=====

A single C4H9NO2 molecule. Source: the Open Molecules 2025 dataset; level of theory: ωB97M-V/def2-TZVPD.

```
16
C4H9NO2 ωB97M-V/def2-TZVPD
C -1.93 -0.43 -0.35
C -0.45 -0.73 -0.49
O 0.12 0.00 -1.56
C 0.28 -0.49 0.87
N 1.60 0.08 0.70
C 1.69 1.37 0.28
O 0.75 2.14 0.24
H -2.40 -1.05 0.43
H -2.44 -0.61 -1.30
H -2.06 0.62 -0.07
H -0.30 -1.78 -0.77
H -0.02 0.94 -1.37
H -0.29 0.22 1.49
H 0.37 -1.42 1.44
H 2.36 -0.53 0.44
H 2.72 1.67 0.00
```

Computed properties:
* SMILES: C[C@@H](O)CNC=O
* total charge: 0

Löwdin population analysis, charges in e, atoms 1 to 2: -0.05 -0.42

=====

2 unconnected molecules or ions with the total composition C4H9NO2. Source: the Open Molecules 2025 dataset; level of theory: ωB97M-V/def2-TZVPD.

```
16
C4H9NO2 ωB97M-V/def2-TZVPD
C 1.83 0.63 -0.90
C 0.92 -0.39 -0.26
C 0.82 -0.44 1.13
H 0.90 -1.35 -0.77
H 2.07 1.46 -0.23
H 1.38 1.04 -1.80
H 2.81 0.22 -1.16
H 1.34 0.27 1.76
H 0.63 -1.37 1.63
C -1.41 0.03 -0.39
N -1.42 0.40 1.05
O -1.98 -1.25 -0.44
O -1.73 0.87 -1.22
H -2.55 -1.27 -1.22
H -1.95 -0.23 1.66
H -1.64 1.38 1.17
```

Computed properties:
* SMILES: NC(=O)O.C=CC
* total charge: 0

Löwdin population analysis, charges in e, atoms 1 to 2: -0.12 -0.27

=====

A single C4H9NO2 molecule. Source: the Open Molecules 2025 dataset; level of theory: ωB97M-V/def2-TZVPD.

```
16
C4H9NO2 ωB97M-V/def2-TZVPD
C 1.84 0.95 0.35
C 0.69 0.06 -0.51
O 1.24 -0.87 -1.41
C -0.21 -0.75 0.46
N -1.52 -0.20 0.75
C -2.52 -0.24 -0.17
O -2.43 -0.79 -1.25
H 1.42 1.62 1.13
H 2.49 1.62 -0.27
H 2.45 0.19 0.80
H 0.48 1.06 -0.80
H 1.30 -0.53 -2.30
H -0.34 -1.78 0.11
H 0.34 -0.80 1.40
H -1.67 0.31 1.60
H -3.43 0.29 0.16
```

Computed properties:
* SMILES: C[C@@H](O)CNC=O
* total charge: 0

Löwdin population analysis, charges in e, atoms 1 to 2: -0.05 -0.36

=====

A single C4H9NO2 molecule. Source: the Open Molecules 2025 dataset; level of theory: ωB97M-V/def2-TZVPD.

```
16
C4H9NO2 ωB97M-V/def2-TZVPD
O 0.74 -2.58 -0.64
C 0.10 -1.77 -1.30
C -0.45 -0.46 -0.58
C 0.60 0.16 0.42
C -0.08 0.65 1.74
O 1.20 1.31 -0.14
N -1.29 0.47 -1.33
H -0.04 -1.73 -2.40
H -1.21 -0.96 0.13
H 1.38 -0.62 0.60
H 0.14 -0.09 2.53
H -1.14 0.93 1.82
H 0.48 1.56 2.25
H 1.76 1.81 0.47
H -0.69 1.31 -1.45
H -1.52 0.02 -2.10
```

Computed properties:
* SMILES: C[C@H](O)[C@@H](N)C=O
* total charge: 0

Löwdin population analysis, charges in e, atoms 1 to 2: 0.04 -0.17

=====

A single C4H9NO2 molecule. Source: the Open Molecules 2025 dataset; level of theory: ωB97M-V/def2-TZVPD.

```
16
C4H9NO2 ωB97M-V/def2-TZVPD
C -1.77 -0.20 -0.86
C -0.41 0.38 -1.20
O -0.25 1.67 -0.70
C 0.31 -0.90 1.50
C 1.06 -0.42 0.50
O 0.69 -0.47 -0.82
N 2.34 0.08 0.63
H -1.97 -0.13 0.21
H -1.83 -1.25 -1.16
H -2.54 0.36 -1.40
H -0.30 0.46 -2.29
H -0.60 1.67 0.20
H 0.62 -0.80 2.53
H -0.57 -1.51 1.29
H 2.60 0.81 -0.01
H 2.64 0.26 1.58
```

Computed properties:
* SMILES: C=C(N)O[C@@H](C)O
* total charge: 0

Löwdin population analysis, charges in e, atoms 1 to 2: -0.03 -0.44

=====

2 unconnected molecules or ions with the total composition C4H9NO2. Source: the Open Molecules 2025 dataset; level of theory: ωB97M-V/def2-TZVPD.

```
16
C4H9NO2 ωB97M-V/def2-TZVPD
C -3.19 0.06 0.15
C -0.14 -0.71 0.92
C 1.18 -0.70 -1.21
C 0.23 0.06 -0.35
N 1.12 1.40 0.11
O -3.19 -1.07 -0.08
O -3.24 1.18 0.41
H -1.10 -0.23 1.54
H -0.48 -1.80 0.65
H 0.65 -0.71 1.66
H 2.06 -1.28 -0.71
H 1.55 0.08 -1.99
H 0.68 -1.35 -1.91
H 0.61 1.75 0.92
H 1.20 2.16 -0.54
H 2.05 1.16 0.44
```

Computed properties:
* total charge: 0

Löwdin population analysis, charges in e, atoms 1 to 2: -0.47 -0.19

=====

HOMO level
In order: -9.084, -9.426, -8.986, -9.175, -10.150, -8.599, -9.964, -8.835, -8.865, -7.993, -9.808, -8.374, -9.474, -9.268, -8.341, -6.442
Unit: eV
Calculated total energy
In order: -362.91758, -363.00984, -362.94541, -363.04135, -362.97298, -362.92791, -362.96513, -363.00388, -363.01329, -362.98597, -363.05375, -362.95561, -362.99975, -362.97732, -363.02287, -362.94729
Unit: Ha
E_LUMO
In order: 1.00, 0.72, 0.94, 0.92, 0.94, 0.94, 0.95, 0.72, -0.04, 0.55, 0.87, 0.15, 0.78, 0.79, 0.94, 0.53
Unit: eV